A) Here is the molecule C3H4N2 from the OMol25 dataset. Energies are from ωB97M-V/def2-TZVPD.

Output
HOMO in eV: -9.4
Orbital gap in eV: 10.33
SMILES: [H]/N=C(/N)C#C

Structure (XYZ):
```
9
C3H4N2 ωB97M-V/def2-TZVPD
H 0.733 -2.204 0.080
N 1.254 -1.304 -0.024
C 0.525 -0.230 -0.033
N 1.100 1.033 0.010
C -0.954 -0.228 0.016
C -2.159 -0.054 -0.031
H 0.631 1.939 -0.056
H 2.082 1.102 0.004
H -3.211 -0.054 0.035
```

Löwdin atomic charge list, values in e, 5 entries: 0.060, 0.087, -0.516, 0.107, -0.061



B) Here is the molecule C3H4N2 from the OMol25 dataset. Energies are from ωB97M-V/def2-TZVPD.

Output
HOMO in eV: -11.0
Orbital gap in eV: 11.68
SMILES: N#C[C@H]1CN1

Structure (XYZ):
```
9
C3H4N2 ωB97M-V/def2-TZVPD
N -2.782 0.072 -0.292
C -1.622 0.005 -0.053
C -0.220 0.018 0.382
C 0.859 -0.529 -0.313
N 0.503 0.896 -0.435
H -0.199 0.084 1.444
H 0.630 -1.113 -1.201
H 1.727 -0.871 0.295
H 1.103 1.437 0.173
```

Löwdin atomic charge list, values in e, 5 entries: 0.135, -0.141, -0.414, -0.125, 0.058



B) wins, 1.3 kcal/mol ahead of the next structure.



A) Here is the molecule C3H4N2 from the OMol25 dataset. Energies are from ωB97M-V/def2-TZVPD.

Output
HOMO in eV: -9.0
Orbital gap in eV: 9.73
SMILES: C=C(N)C#N

Structure (XYZ):
```
9
C3H4N2 ωB97M-V/def2-TZVPD
C -0.404 -1.281 0.024
C 0.000 -0.006 0.028
N -0.737 1.112 -0.263
C 1.408 0.403 0.124
N 2.571 0.477 0.138
H -1.453 -1.526 -0.097
H 0.294 -2.095 0.190
H -1.721 1.023 -0.017
H 0.042 1.891 -0.127
```

Löwdin atomic charge list, values in e, 5 entries: 0.046, -0.472, 0.063, -0.185, 0.164



B) Here is the molecule C3H4N2 from the OMol25 dataset. Energies are from ωB97M-V/def2-TZVPD.

Output
HOMO in eV: -10.4
Orbital gap in eV: 11.03
SMILES: N#C[C@H]1CN1

Structure (XYZ):
```
9
C3H4N2 ωB97M-V/def2-TZVPD
N -0.408 -0.698 2.141
C -0.279 -0.191 1.104
C 0.141 0.573 -0.094
C 0.865 -0.197 -1.209
N -0.550 0.269 -1.312
H 0.299 1.679 0.033
H 1.061 -1.280 -0.994
H 1.634 0.365 -1.727
H -0.642 1.129 -1.915
```

Löwdin atomic charge list, values in e, 5 entries: 0.137, -0.171, -0.336, -0.102, -0.016



A) wins, 3.8 kcal/mol ahead of the next structure.



A) Here is the molecule C4H6N2S from the OMol25 dataset. Energies are from ωB97M-V/def2-TZVPD.

Output
HOMO in eV: -8.0
Orbital gap in eV: 8.77
SMILES: CSc1ncc[nH]1

Structure (XYZ):
```
13
C4H6N2S ωB97M-V/def2-TZVPD
C 2.580 0.590 0.063
S 1.609 -0.953 -0.060
C -0.069 -0.398 -0.111
N -0.441 0.846 -0.113
C -1.825 0.734 -0.050
C -2.267 -0.500 0.069
N -1.168 -1.294 -0.001
H 3.596 0.188 -0.236
H 2.406 0.914 1.104
H 2.318 1.374 -0.643
H -2.489 1.648 -0.005
H -3.305 -0.824 -0.005
H -0.944 -2.325 -0.013
```

Löwdin atomic charge list, values in e, 5 entries: -0.395, 0.842, -0.687, 0.057, -0.198



B) Here is the molecule C4H6N2S from the OMol25 dataset. Energies are from ωB97M-V/def2-TZVPD.

Output
HOMO in eV: -9.6
Orbital gap in eV: 10.25
SMILES: N#C[C@@H]1NC[C@H]1S

Structure (XYZ):
```
13
C4H6N2S ωB97M-V/def2-TZVPD
N 2.798 -1.146 0.279
C 1.781 -0.845 -0.179
C 0.522 -0.238 -0.760
N 0.474 1.210 -0.698
C -0.418 1.176 0.498
C -0.586 -0.404 0.394
S -2.278 -0.732 -0.160
H 0.189 -0.691 -1.752
H 1.432 1.640 -0.472
H 0.018 1.446 1.474
H -1.408 1.648 0.469
H -0.383 -1.024 1.252
H -2.142 -2.039 -0.345
```

Löwdin atomic charge list, values in e, 5 entries: 0.142, -0.175, -0.339, -0.016, -0.216



A) wins, 30.1 kcal/mol ahead of the next structure.